9
Properties=species:S:1:pos:R:3 method="wB97M-V/def2-TZVPD" max_force_ev_per_a=10.65 homo_lumo_gap_ev=9.85 energy_ha=-321.2340 charge=0 lumo_energy_ev=0.600 smiles="O=c1cc[nH]o1"
O 2.343 -0.375 -0.203
C 1.226 -0.173 0.023
C 0.412 0.830 0.258
C -0.856 0.454 -0.218
N -0.865 -0.923 -0.139
O 0.363 -1.260 0.150
H 0.741 1.958 0.161
H -1.789 0.851 -0.354
H -1.577 -1.362 0.323


15
Properties=species:S:1:pos:R:3 method="wB97M-V/def2-TZVPD" max_force_ev_per_a=5.88 homo_lumo_gap_ev=9.90 energy_ha=-759.8254 charge=0 lumo_energy_ev=0.667 smiles="CO[C@H]1C=NOCS1"
C 1.230 -0.836 1.636
O 1.567 -0.964 0.289
C 0.575 -0.335 -0.526
C -0.800 -0.714 -0.311
N -1.858 -0.087 -0.189
O -1.825 1.323 -0.278
C -0.816 1.781 -1.141
S 0.880 1.266 -0.745
H 1.239 0.173 2.301
H 2.074 -1.539 2.153
H 0.199 -1.299 2.006
H 0.609 -1.132 -1.336
H -0.776 -1.964 -0.490
H -1.104 1.435 -2.227
H -1.192 2.893 -1.140


Here are the calculated energy above the lowest of the compared OMol25 structures with the same formula, charge and spin numbers, same order: 377.04; 659.31 (kJ/mol).